43
Properties=species:S:1:pos:R:3:forces:R:3 method="wB97M-V/def2-TZVPD" total_energy_ev=-79280.0865 max_force_ev_per_a=6.52 multiplicity=1 homo_energy_ev=-8.71 lumo_energy_ha=-0.0194
C -3.731 -1.813 -0.529 0.82 -0.37 0.16
C -2.842 -3.116 -0.700 -1.59 0.40 0.15
N -1.522 -2.898 -0.089 0.55 0.11 -0.64
C -0.804 -4.191 0.141 0.82 0.36 1.00
C 0.629 -3.859 0.702 -0.20 -0.25 0.49
C -0.693 -2.007 -0.882 -0.21 0.21 -0.96
S -0.396 -2.251 -2.503 -0.09 0.29 1.68
S 0.118 -0.565 -0.124 -0.61 -0.77 -0.28
C -0.982 0.126 1.185 -0.33 -0.39 0.63
C -0.214 0.916 2.314 -0.37 -0.07 -0.31
C -0.187 2.471 2.128 -0.51 -0.30 1.45
O 1.047 2.971 1.546 -0.48 -0.72 -3.55
P 0.771 3.466 -0.037 -1.15 6.09 2.02
O 0.072 4.805 0.063 1.30 -3.10 -0.53
O 2.191 3.712 -0.876 -1.59 -3.00 2.99
P 3.167 2.301 -1.057 1.85 -1.38 -1.97
C 4.883 2.897 -0.526 -1.15 0.53 1.31
O 2.774 1.136 0.110 0.05 1.89 0.12
O -0.327 2.397 -0.796 2.58 -0.36 -1.55
S -0.323 2.449 -2.452 -4.49 2.87 -3.40
O -0.073 3.851 -2.863 1.02 -3.96 1.36
O -1.647 1.982 -2.931 3.83 -0.12 2.04
F 0.790 1.423 -3.042 -1.42 1.62 1.72
H -3.997 -1.757 0.556 -0.02 0.10 -0.94
H -4.635 -1.826 -1.177 0.60 -0.09 0.56
H -3.138 -0.897 -0.772 -0.46 -0.69 0.03
H -2.807 -3.473 -1.761 0.22 0.41 0.73
H -3.378 -3.911 -0.116 0.75 0.51 -0.43
H -0.737 -4.818 -0.781 -0.20 0.44 0.56
H -1.388 -4.701 0.951 0.46 0.21 -0.88
H 1.382 -3.647 -0.097 -0.75 0.04 0.61
H 1.055 -4.676 1.335 -0.52 0.40 -0.64
H 0.506 -2.981 1.388 0.34 -0.68 -0.70
H -1.721 0.807 0.692 0.45 -0.75 0.44
H -1.487 -0.745 1.681 0.24 0.77 -0.71
H 0.807 0.483 2.450 -0.66 0.59 -0.08
H -0.775 0.725 3.267 0.47 0.19 -0.83
H -0.234 2.932 3.150 0.23 -0.29 -0.96
H -1.087 2.869 1.588 0.80 -0.46 0.32
H 5.652 2.099 -0.621 -0.72 0.43 -0.23
H 4.790 3.152 0.568 0.36 0.00 -0.97
H 5.148 3.805 -1.118 -0.14 -0.75 0.44
H 3.342 0.358 0.036 -0.06 0.06 -0.23

---

37
Properties=species:S:1:pos:R:3:forces:R:3 method="wB97M-V/def2-TZVPD" total_energy_ev=-25559.2695 total_charge=+1 max_force_ev_per_a=0.72 multiplicity=1 homo_energy_ev=-12.09 lumo_energy_ha=-0.1433
Pt -0.609 -0.473 0.369 -0.08 -0.14 0.60
N -1.509 -0.137 2.248 -0.49 0.01 -0.53
C -1.982 -1.340 2.987 0.18 0.02 0.12
C -2.548 -2.363 2.025 -0.02 -0.12 -0.02
C -1.400 -3.089 1.338 -0.23 0.07 -0.13
O -1.034 -4.190 1.651 -0.09 -0.03 -0.05
O -0.826 -2.416 0.344 0.56 -0.18 0.22
H -0.831 0.367 2.811 0.08 0.07 -0.13
H -2.274 0.506 2.060 -0.06 -0.02 0.14
H -2.701 -1.043 3.750 -0.05 0.04 -0.06
H -1.114 -1.764 3.493 -0.03 0.05 0.08
H -3.180 -1.863 1.287 -0.02 -0.05 -0.02
H -3.150 -3.099 2.554 0.06 0.00 0.06
C 0.366 3.522 -2.620 -0.02 -0.02 -0.04
N 0.205 2.415 -1.672 -0.15 0.00 0.05
C 1.099 1.268 -1.769 0.03 0.04 -0.03
C -0.740 2.455 -0.744 0.14 -0.04 -0.02
C -1.683 3.616 -0.712 0.00 0.08 0.06
O -0.918 1.555 0.125 0.35 0.14 0.15
H 1.232 3.319 -3.242 -0.01 -0.01 0.00
H 0.540 4.461 -2.098 0.01 0.00 -0.02
H -0.507 3.620 -3.264 0.00 0.02 0.01
H 1.679 1.356 -2.682 0.01 -0.01 0.01
H 0.524 0.340 -1.827 0.01 0.01 -0.03
H 1.772 1.210 -0.916 -0.04 -0.02 0.01
H -1.160 4.569 -0.767 -0.02 0.00 0.03
H -2.263 3.571 0.203 -0.01 0.00 -0.01
H -2.361 3.560 -1.565 0.01 0.00 -0.01
C 3.832 -1.777 -0.379 -0.01 0.00 0.02
C 2.339 -1.889 -0.242 -0.04 -0.17 0.14
N 1.779 -3.057 -0.538 0.01 0.08 -0.04
O 1.678 -0.909 0.161 -0.09 0.16 -0.59
H 4.318 -2.398 0.374 -0.01 0.01 0.01
H 4.134 -0.744 -0.237 0.01 0.00 0.00
H 4.155 -2.126 -1.360 -0.01 0.00 0.00
H 2.349 -3.841 -0.804 -0.01 0.00 -0.01
H 0.791 -3.191 -0.341 0.01 0.00 0.04

---

41
Properties=species:S:1:pos:R:3:forces:R:3 method="wB97M-V/def2-TZVPD" total_energy_ev=-59003.6812 relative_energy_kj_mol=184.6 total_charge=-1 max_force_ev_per_a=1.06 multiplicity=1 homo_energy_ev=-4.36 lumo_energy_ha=0.0965
Pt -0.428 0.227 -0.199 -0.14 0.72 -0.76
N 0.561 -1.610 1.587 0.06 -0.38 0.28
N 1.939 -1.681 1.663 -0.02 0.04 0.05
C 2.696 -0.847 0.837 0.02 0.00 -0.03
O 3.935 -0.978 0.904 0.02 -0.01 -0.04
O 2.041 -0.061 0.101 -0.13 -0.16 0.05
H 0.117 -1.331 2.454 0.05 0.09 -0.07
H 0.143 -2.481 1.278 0.00 0.08 -0.03
H 2.416 -2.320 2.275 0.00 -0.01 -0.01
S -2.123 -0.990 0.781 0.12 -0.13 0.40
C -2.941 0.253 1.706 0.29 0.05 -0.32
N -3.236 1.398 1.249 -0.64 0.19 0.31
C -4.065 2.176 2.156 0.31 -0.01 0.17
C -3.781 1.711 3.588 0.03 -0.02 0.01
S -3.401 -0.053 3.411 -0.11 -0.10 -0.06
H -2.504 1.414 -0.430 -0.05 -0.04 -0.04
H -5.117 2.013 1.894 -0.01 0.02 -0.01
H -3.839 3.238 2.047 -0.08 0.01 -0.03
H -4.615 1.863 4.270 -0.03 -0.01 -0.03
H -2.895 2.213 3.980 -0.03 0.01 0.04
O -1.871 1.182 -1.127 0.36 -0.15 -0.13
C 3.428 -0.891 -2.512 0.00 -0.02 -0.04
N 2.963 0.489 -2.495 0.06 0.19 -0.12
C 3.844 1.386 -1.759 -0.05 -0.03 0.11
C 1.668 0.806 -2.692 0.17 -0.21 0.05
S 0.856 1.971 -1.761 -0.17 -0.16 0.17
N 1.040 0.146 -3.703 -0.07 0.04 0.06
C -0.402 0.229 -3.870 0.01 0.07 -0.05
C 1.747 -0.244 -4.907 0.02 -0.06 0.02
H 3.689 -1.173 -1.490 0.04 0.02 0.00
H 4.310 -0.997 -3.151 -0.02 0.00 -0.03
H 2.642 -1.550 -2.873 -0.01 0.00 0.03
H 4.864 1.196 -2.102 0.00 0.00 0.00
H 3.773 1.194 -0.689 0.01 -0.02 -0.01
H 3.574 2.416 -1.971 0.00 0.00 0.01
H -0.908 0.321 -2.913 -0.01 -0.01 0.01
H -0.734 -0.675 -4.385 0.00 -0.01 0.02
H -0.672 1.100 -4.477 0.00 -0.01 0.00
H 2.815 -0.092 -4.794 -0.01 0.03 -0.02
H 1.393 0.365 -5.747 -0.02 -0.01 0.00
H 1.563 -1.295 -5.151 0.02 -0.01 0.01

---

35
Properties=species:S:1:pos:R:3:forces:R:3 method="wB97M-V/def2-TZVPD" total_energy_ev=-30171.4398 total_charge=-1 max_force_ev_per_a=0.95 multiplicity=1 homo_energy_ev=-2.00 lumo_energy_ha=0.0861
C 4.063 0.548 2.116 -0.68 0.28 0.17
C 3.464 1.415 0.983 0.26 -0.45 0.03
N 2.389 0.780 0.226 -0.02 0.07 -0.06
C 1.188 0.592 1.000 0.08 -0.27 -0.17
C 0.266 1.777 0.977 -0.26 0.50 0.17
C -1.035 1.524 1.769 -0.13 -0.26 -0.12
C -1.117 0.147 2.455 0.77 0.43 0.18
S -0.466 -1.222 1.493 -0.40 -0.65 -0.17
O 0.369 -2.007 2.357 0.12 0.16 0.14
O -1.518 -1.858 0.781 0.03 0.01 0.09
O 0.467 -0.516 0.408 -0.14 0.23 0.38
H 3.778 -0.496 1.980 0.25 -0.09 -0.12
H 5.143 0.648 2.173 0.07 -0.07 0.02
H 3.636 0.838 3.078 0.16 -0.02 0.10
H 4.261 1.648 0.279 -0.10 0.17 -0.10
H 3.084 2.350 1.391 0.09 0.13 -0.08
H 2.699 -0.127 -0.101 -0.05 -0.06 -0.08
H 1.415 0.294 2.034 0.10 0.11 0.05
H 0.004 2.041 -0.046 0.25 -0.23 -0.15
H 0.799 2.637 1.390 0.00 0.00 0.06
H -1.894 1.620 1.108 0.02 0.11 -0.06
H -1.114 2.283 2.546 -0.26 -0.05 0.06
H -2.127 -0.130 2.741 -0.10 -0.06 -0.18
H -0.507 0.158 3.358 -0.01 -0.12 0.02
C -2.207 -1.035 -2.117 -0.06 -0.37 0.00
C -3.066 -1.054 -3.402 0.61 0.67 -0.27
C -2.323 -1.922 -4.447 -0.06 -0.47 0.11
O -3.283 0.193 -3.875 -0.32 -0.23 0.14
H -1.241 -0.563 -2.323 -0.03 0.08 -0.07
H -2.710 -0.468 -1.331 -0.05 0.08 -0.05
H -2.017 -2.044 -1.730 0.00 0.01 0.03
H -3.989 -1.643 -3.132 -0.10 0.10 -0.04
H -1.361 -1.464 -4.694 -0.02 0.11 0.00
H -2.917 -1.995 -5.362 -0.01 0.10 0.00
H -2.133 -2.947 -4.085 0.00 0.05 -0.02